[1]
ORCA calculation (ωB97M-V with the def2-TZVPD basis set) on a 2-piece molecular cluster, C6H13N2O overall in a non-equilibrium geometry.

Last column: Mulliken charge in e.
Positions of all 22 atoms, in Å:
C1 -0.8601 -0.2327 1.9342  -0.519
C2 0.6380 -0.0655 1.7446  -0.910
C3 1.1362 0.1274 0.3424  0.543
C4 1.5741 -0.8151 -0.5498  -0.667
N1 1.5573 -0.2364 -1.8070  0.012
C5 1.2821 1.1270 -1.6805  -1.238
C6 0.9127 1.3317 -0.3747  -0.029
N2 -1.5264 -0.7882 0.6579  -0.209
H1 -1.4565 0.6431 2.1719  0.349
H2 -1.0114 -0.9473 2.7570  0.319
H3 0.9891 0.8127 2.2690  0.394
H4 1.1902 -0.8713 2.2452  0.399
H5 2.0216 -1.7703 -0.3367  0.367
H6 2.2795 -0.5617 -2.4381  0.289
H7 1.4224 1.7773 -2.5173  0.424
H8 0.5765 2.2198 0.1455  0.423
H9 -0.7293 -1.1788 0.1490  0.266
H10 -1.9219 -1.7042 0.8961  0.376
H11 -2.1467 -0.1403 0.0911  0.408
H12 -2.7100 0.3167 -2.2071  0.302
H13 -1.2211 0.6787 -1.9484  0.314
O1 -1.9963 0.2773 -1.5443  -0.614

Calculated values
Total energy ... -11453.9186 eV
Net charge ... +1
2S+1 ... 1
Relative energy (zero: lowest compared OMol25 entry of this formula, charge and spin) ... 76.76 kJ/mol
Gap between HOMO and LUMO ... 9.46 eV

***

[2]
ORCA calculation (ωB97M-V with the def2-TZVPD basis set) on an isolated ion of composition C6H13N2O and charge +1 in a non-equilibrium geometry.

Last column: Mulliken charge in e.
Positions of all 22 atoms, in Å:
C1 2.0070 -0.2784 0.1035  0.529
C2 0.2348 1.1838 -0.6424  0.256
C3 -0.3055 -0.4995 -0.2353  1.298
C4 -0.4058 2.2815 0.0853  -1.457
C5 -1.1456 -1.2241 -1.2369  -1.728
C6 -1.0046 -0.4168 1.0975  -1.762
N1 0.9577 -1.1885 -0.0859  -0.263
N2 3.3248 -0.5564 0.2719  -0.299
O1 1.6848 0.9597 -0.1834  -0.382
H1 0.2146 1.3177 -1.6989  0.418
H2 -0.3399 2.3059 1.1633  0.352
H3 -1.4089 2.1464 -0.0615  0.475
H4 0.0323 3.1903 -0.3154  0.379
H5 -1.5546 -2.0545 -0.7935  0.442
H6 -0.5393 -1.6550 -2.0210  0.473
H7 -1.8901 -0.6531 -1.8032  0.353
H8 -1.8912 0.1918 0.9101  0.400
H9 -0.3559 -0.0352 1.8138  0.440
H10 -1.3017 -1.3503 1.5546  0.446
H11 0.9752 -2.1275 0.1158  0.220
H12 3.5083 -1.5400 0.2528  0.214
H13 4.1172 -0.0576 0.3154  0.197

Calculated values
Total energy ... -11453.3121 eV
Net charge ... +1
2S+1 ... 1
Relative energy (zero: lowest compared OMol25 entry of this formula, charge and spin) ... 135.28 kJ/mol
Gap between HOMO and LUMO ... 11.47 eV

***

[3]
ORCA calculation (ωB97M-V with the def2-TZVPD basis set) on C6H13N2O2S as an isolated structure in a non-equilibrium geometry.

Last column: Mulliken charge in e.
Positions of all 24 atoms, in Å:
C1 -2.5465 -0.7346 -0.0257  0.612
C2 0.4139 -0.3166 -1.6518  -1.413
C3 0.5757 -2.0985 0.0610  -1.339
C4 2.3012 -0.3985 -0.0228  -1.857
C5 0.0163 0.4839 0.5362  -0.614
C6 0.7585 -0.6050 -0.2302  1.385
N1 -1.8832 1.5348 1.3372  -0.797
N2 -1.2444 0.5304 0.6916  0.469
O1 -2.7096 -1.4975 0.8588  -0.503
O2 -2.8158 -0.3564 -1.1173  -0.530
S1 -0.5356 4.1196 0.9113  -0.734
H1 0.9158 0.5724 -1.9781  0.384
H2 0.7654 -1.1415 -2.2700  0.348
H3 -0.6652 -0.2861 -1.6169  0.420
H4 1.3016 -2.5037 -0.6793  0.408
H5 0.8759 -2.4363 1.0681  0.299
H6 -0.4591 -2.3437 -0.1431  0.368
H7 2.4523 -0.3647 1.0612  0.471
H8 2.8615 -1.1819 -0.5425  0.426
H9 2.6863 0.5804 -0.4151  0.389
H10 -2.9119 1.6562 0.9874  0.257
H11 -1.3055 2.4089 1.1342  0.129
H12 0.6976 1.1709 0.9295  0.497
H13 0.4550 3.2075 1.1160  -0.074

Calculated values
Total energy ... -24343.2025 eV
Net charge ... -1
2S+1 ... 1
Relative energy (zero: lowest compared OMol25 entry of this formula, charge and spin) ... 19.43 kJ/mol
Gap between HOMO and LUMO ... 6.72 eV

***

[4]
ORCA calculation (ωB97M-V with the def2-TZVPD basis set) on C6H13N2O4S3SbV as an isolated structure.

Last column: Löwdin spin population.
Positions of all 30 atoms, in Å:
V1 0.1927 -0.4208 -0.0100  1.941
C1 0.7062 1.0071 3.9632  0.000
C2 0.3138 -0.1287 3.0525  0.002
C3 -0.2946 -1.3048 3.7835  0.000
O1 -0.6335 0.3751 2.0406  0.003
C4 1.4347 -0.5223 2.0698  0.003
O2 2.3598 0.2269 1.8256  0.015
O3 1.0896 -1.5534 1.3303  0.024
H1 -0.1633 1.3503 4.5253  0.000
H2 1.1165 1.8320 3.3861  0.000
H3 1.4722 0.6715 4.6629  0.000
H4 -1.1799 -0.9796 4.3358  0.000
H5 0.4191 -1.7118 4.5003  0.000
H6 -0.5648 -2.0926 3.0833  0.000
H7 -1.4840 -0.0743 2.1288  0.001
S1 -1.0261 0.0485 -3.8400  0.713
Sb1 -1.1336 -1.9313 -2.5713  0.024
S2 1.1206 -1.2213 -2.0382  0.290
S3 -1.9284 -1.1277 -0.4049  -0.045
C5 1.7389 3.4339 0.6695  0.000
N1 0.8115 3.6341 -0.4331  0.006
C6 0.0779 2.6257 -0.9201  0.006
N2 -0.8422 2.8527 -1.8715  0.006
O4 0.2487 1.4750 -0.4714  0.010
H8 2.4162 4.2828 0.7124  0.000
H9 2.3142 2.5223 0.5302  0.000
H10 1.2072 3.3549 1.6191  0.000
H11 0.6079 4.5687 -0.7378  0.000
H12 -0.7883 3.7002 -2.4096  0.000
H13 -1.1817 2.0256 -2.3544  0.001

Calculated values
Total energy ... -82338.0903 eV
Net charge ... 0
2S+1 ... 4
Relative energy (zero: lowest compared OMol25 entry of this formula, charge and spin) ... 63.89 kJ/mol
Gap between HOMO and LUMO (alpha / beta) ... 8.15 / 6.59 eV